1.
ORCA calculation (wB97M-V/def2-TZVPD) on a molecular structure, C17H19Cl2N3Y at a distorted geometry.

XYZ file:
```
42
Properties=species:S:1:pos:R:3:mulliken_charge:R:1
Y 1.745 -0.132 -1.733 0.67
Cl 1.833 -2.454 -2.732 -0.63
Cl 2.021 2.306 -1.094 -0.62
C 3.593 -0.626 -0.768 -0.75
H 4.094 0.074 -0.071 0.19
H 4.074 -1.618 -0.787 0.21
C -1.461 1.261 -3.322 -0.69
C -0.267 0.822 -3.598 -0.19
H -1.629 1.898 -2.446 0.38
C -0.006 -0.227 -4.658 -0.61
H 0.624 1.380 -3.226 0.70
C -1.119 -0.245 -5.727 -0.91
H 0.959 -0.072 -5.163 0.36
H 0.077 -1.231 -4.208 0.35
C -2.530 -0.172 -5.152 -0.65
H -0.967 0.647 -6.351 0.32
H -1.012 -1.127 -6.370 0.36
C -2.676 1.010 -4.177 -0.61
H -3.234 -0.035 -5.978 0.31
H -2.793 -1.105 -4.635 0.32
H -2.896 1.903 -4.786 0.31
H -3.554 0.856 -3.539 0.32
N -0.606 1.883 8.813 -0.59
C -0.442 1.420 7.751 0.17
C -0.238 0.865 6.442 0.30
C -0.653 1.579 5.309 -1.06
C -0.420 1.066 4.029 -0.42
C 0.217 -0.174 3.891 1.78
C 0.601 -0.917 5.016 -0.39
C 0.381 -0.385 6.293 -1.00
N 0.475 -0.677 2.600 0.26
C 0.952 -1.959 2.281 -0.32
C 1.125 -1.987 0.929 -0.59
N 0.757 -0.748 0.385 -0.20
C 0.375 0.018 1.425 -0.30
H -1.155 2.538 5.429 0.39
H -0.747 1.618 3.146 0.22
H 1.079 -1.891 4.902 0.22
H 0.694 -0.949 7.177 0.37
H 1.125 -2.712 3.029 0.29
H 1.542 -2.760 0.295 0.42
H 0.058 1.058 1.380 0.30
```

Calculated values
Energy above the lowest of the compared OMol25 structures with the same formula, charge and spin, kcal/mol: 11.1
Spin multiplicity: 1
Molecular weight, g/mol: 425.17
Strongest force on any atom, eV Å⁻¹: 2.6
E_HOMO (spin up / spin down), eV: -3.01 / -0.61
Total charge: -1

2.
ORCA calculation (wB97M-V/def2-TZVPD) on a single C9H11PS molecule at a distorted geometry.

XYZ file:
```
22
Properties=species:S:1:pos:R:3:mulliken_charge:R:1
C 2.482 -0.328 -0.621 -0.29
C 1.752 0.150 -1.765 -0.28
C 1.979 -0.243 0.636 -0.78
C -1.134 -1.209 -0.017 -0.69
C -2.326 -0.602 -0.350 0.19
C 0.660 0.917 -1.644 -0.51
C -0.366 -0.968 1.200 -0.72
C -2.987 0.249 0.517 -0.98
C 0.655 0.281 1.111 -0.04
P 0.009 1.565 -0.101 0.27
S 0.825 3.316 0.290 -0.35
H 3.477 -0.597 -0.726 0.48
H 1.974 -0.281 -2.713 0.38
H 2.475 -0.705 1.506 0.36
H -0.702 -1.761 -0.736 0.48
H -2.766 -0.830 -1.340 0.31
H 0.121 1.369 -2.488 0.37
H -0.839 -0.692 2.096 0.34
H 0.528 -1.605 1.407 0.42
H -3.875 0.767 0.190 0.26
H -2.744 0.436 1.495 0.35
H 0.801 0.772 2.053 0.44
```

Calculated values
Energy above the lowest of the compared OMol25 structures with the same formula, charge and spin, kcal/mol: 94.9
Spin multiplicity: 1
Molecular weight, g/mol: 182.23
Strongest force on any atom, eV Å⁻¹: 3.7
E_HOMO (spin up / spin down), eV: -7.52 / -7.99

3.
ORCA calculation (wB97M-V/def2-TZVPD) on a molecular structure, C37H39F2IN8O3Si2 at a distorted geometry.

XYZ file:
```
92
Properties=species:S:1:pos:R:3:mulliken_charge:R:1
O 8.633 -6.010 -3.121 -0.48
C 7.699 -6.320 -3.893 0.55
F 7.629 -7.540 -4.639 -0.23
N 6.550 -5.403 -4.014 0.43
Si 5.295 -6.177 -5.050 0.31
O 3.886 -5.138 -5.205 -0.24
Si 2.522 -5.913 -4.453 0.25
I 1.828 -4.572 -2.453 0.14
C 6.940 -4.060 -4.482 0.44
O 7.032 -3.114 -3.652 -0.43
F 7.250 -3.725 -5.841 -0.22
H 4.933 -7.445 -4.376 -0.11
H 5.751 -6.529 -6.399 -0.12
H 1.376 -6.007 -5.387 -0.16
H 2.782 -7.256 -3.941 -0.11
N 4.975 -6.776 1.070 -0.54
C 5.599 -6.834 -0.119 -0.24
C 6.899 -6.403 -0.330 0.24
C 7.598 -5.876 0.746 -0.40
C 6.978 -5.801 1.985 -0.32
C 5.676 -6.263 2.094 -0.29
H 5.009 -7.251 -0.930 0.40
H 7.352 -6.476 -1.310 -0.01
H 8.617 -5.526 0.620 0.40
H 7.494 -5.395 2.846 0.37
H 5.149 -6.229 3.043 0.35
N 0.516 -3.579 0.450 -0.15
C 1.023 -3.870 1.659 -0.41
C 0.581 -3.292 2.839 -0.48
C -0.440 -2.355 2.769 -0.36
C -0.981 -2.034 1.532 -0.42
C -0.473 -2.670 0.411 -0.16
H 1.821 -4.605 1.661 0.45
H 1.025 -3.567 3.788 0.38
H -0.812 -1.880 3.671 0.39
H -1.778 -1.307 1.441 0.47
H -0.865 -2.455 -0.578 0.30
N 2.428 -1.110 -2.648 -0.14
C 3.746 -1.058 -2.900 -0.30
C 4.396 0.067 -3.383 -0.48
C 3.642 1.207 -3.624 -0.42
C 2.277 1.181 -3.374 -0.33
C 1.722 0.007 -2.889 -0.10
H 4.292 -1.975 -2.699 0.38
H 5.463 0.052 -3.565 0.42
H 4.114 2.107 -4.003 0.35
H 1.659 2.052 -3.552 0.36
H 0.660 -0.062 -2.674 0.28
N -1.804 0.415 -2.411 -0.44
C -1.775 1.724 -2.105 -0.21
C -2.665 2.333 -1.236 -0.42
C -3.647 1.550 -0.648 0.00
C -3.703 0.196 -0.946 -0.58
C -2.765 -0.320 -1.825 -0.37
H -0.990 2.295 -2.593 0.31
H -2.593 3.393 -1.024 0.40
H -4.363 1.992 0.037 0.45
H -4.458 -0.444 -0.505 0.39
H -2.765 -1.373 -2.087 0.46
N -3.811 4.358 1.548 -0.16
C -3.300 4.065 2.756 -0.47
C -3.739 4.638 3.938 -0.61
C -4.763 5.572 3.874 -0.09
C -5.309 5.895 2.640 -0.44
C -4.803 5.264 1.515 -0.45
H -2.499 3.332 2.753 0.54
H -3.291 4.362 4.885 0.42
H -5.134 6.044 4.778 0.43
H -6.108 6.620 2.554 0.40
H -5.199 5.480 0.528 0.45
N -4.661 8.607 0.788 -0.19
C -5.340 9.732 0.506 -0.22
C -4.740 10.914 0.103 -0.52
C -3.358 10.942 -0.015 -0.15
C -2.631 9.795 0.271 -0.71
C -3.324 8.661 0.663 0.03
H -6.417 9.661 0.617 0.35
H -5.338 11.791 -0.113 0.35
H -2.851 11.849 -0.327 0.36
H -1.551 9.781 0.190 0.36
H -2.801 7.738 0.894 0.34
N -4.861 -0.268 3.743 -0.37
C -5.623 -0.873 4.669 -0.40
C -6.386 -0.193 5.604 -0.27
C -6.360 1.195 5.588 -0.60
C -5.580 1.846 4.643 0.01
C -4.856 1.076 3.748 -0.09
H -5.607 -1.958 4.643 0.35
H -6.985 -0.733 6.327 0.37
H -6.943 1.763 6.305 0.38
H -5.536 2.927 4.603 0.30
H -4.234 1.539 2.988 0.31
```

Calculated values
Spin multiplicity: 1
Molecular weight, g/mol: 864.84
Strongest force on any atom, eV Å⁻¹: 6.8
E_HOMO, eV: -8.70

4.
ORCA calculation (wB97M-V/def2-TZVPD) on 2 unconnected molecules or ions with the total composition C6H13N2O2 at a distorted geometry.

XYZ file:
```
23
Properties=species:S:1:pos:R:3:mulliken_charge:R:1
C -1.956 1.234 1.619 -0.29
C 1.825 -1.089 0.219 -0.08
C -0.904 -1.795 0.629 -1.27
C -1.402 0.807 -2.055 -0.86
C 2.467 1.234 0.100 -0.89
C -1.110 -0.459 0.037 0.74
N -1.261 0.599 0.772 -0.21
N -1.023 -0.346 -1.283 -0.06
O 2.920 -1.226 0.927 -0.44
O 1.600 0.111 -0.175 -0.16
H -1.457 1.798 2.336 0.30
H -3.017 1.101 1.879 0.28
H 0.079 -2.039 0.191 0.48
H -1.006 -1.815 1.665 0.40
H -1.683 -2.434 0.120 0.37
H -1.739 1.665 -1.540 0.35
H -0.398 1.126 -2.604 0.28
H -2.100 0.496 -2.899 0.31
H 2.988 1.097 0.990 0.42
H 1.867 2.043 0.219 0.32
H 3.183 1.405 -0.629 0.34
H -0.838 -1.285 -1.641 0.27
H 2.967 -2.229 1.122 0.40
```

Calculated values
Energy above the lowest of the compared OMol25 structures with the same formula, charge and spin, kcal/mol: 108.3
Spin multiplicity: 1
Molecular weight, g/mol: 145.18
Strongest force on any atom, eV Å⁻¹: 5.1
E_HOMO, eV: -12.27
Total charge: +1

5.
ORCA calculation (wB97M-V/def2-TZVPD) on 3 unconnected molecules or ions with the total composition H6O3.

XYZ file:
```
9
Properties=species:S:1:pos:R:3:mulliken_charge:R:1
O -4.436 0.279 -0.783 -0.64
H -4.402 -0.263 -1.571 0.31
H -3.533 0.299 -0.465 0.32
O 0.051 0.971 -0.569 -0.63
H 0.312 0.985 -1.490 0.32
H 0.556 1.677 -0.165 0.32
O 3.756 -1.652 1.870 -0.63
H 3.716 -1.494 0.927 0.32
H 3.979 -0.801 2.246 0.32
```

Calculated values
Energy above the lowest of the compared OMol25 structures with the same formula, charge and spin, kcal/mol: 14.5
Spin multiplicity: 1
SMILES: O.O.O
Molecular weight, g/mol: 54.05
Strongest force on any atom, eV Å⁻¹: 0.3
E_HOMO, eV: -11.42

6.
ORCA calculation (wB97M-V/def2-TZVPD) on a single C19H31N2O molecule at a distorted geometry.

XYZ file:
```
53
Properties=species:S:1:pos:R:3:mulliken_spin:R:1
C -1.605 -3.189 2.757 0.00
C -2.928 -2.363 2.363 0.00
C -2.816 -0.802 2.712 0.00
C -1.504 -0.069 2.093 0.00
C -1.166 -0.502 0.590 0.01
C 0.282 0.037 0.056 0.00
C 1.497 -0.781 0.772 0.00
C 2.940 -0.395 0.338 0.00
C 4.130 -1.204 0.972 0.00
C 3.718 -2.304 2.020 0.00
C 2.207 -2.498 2.288 0.00
N 1.113 -1.799 1.693 0.00
C 0.348 -0.434 -1.500 0.02
C -0.324 0.569 -2.553 0.00
C 0.554 0.639 -3.932 0.01
C -1.730 -0.118 -3.028 0.00
N -0.679 1.921 -2.038 0.36
O -1.908 2.000 -1.584 0.57
C 0.319 2.484 -1.089 0.01
C 1.761 2.808 -1.712 0.01
C -0.285 3.925 -0.613 0.01
C 0.493 1.615 0.279 0.04
H -1.909 -4.184 3.225 0.00
H -0.922 -2.575 3.455 0.00
H -0.976 -3.411 1.815 0.00
H -3.816 -2.864 2.908 0.00
H -3.136 -2.480 1.243 0.00
H -3.777 -0.270 2.347 0.00
H -2.813 -0.672 3.856 0.00
H -1.771 1.059 2.092 0.00
H -0.637 -0.198 2.824 0.00
H -1.147 -1.635 0.418 0.00
H -2.019 -0.073 -0.068 0.00
H 3.137 0.430 -0.440 0.00
H 5.226 -1.005 0.683 0.00
H 4.524 -2.926 2.559 0.00
H 1.935 -3.309 3.062 0.00
H 1.398 -0.693 -1.861 0.00
H -0.254 -1.422 -1.543 0.00
H 0.817 1.744 -4.126 -0.01
H -0.053 0.276 -4.830 0.00
H 1.541 0.074 -3.859 0.00
H -2.255 0.613 -3.728 0.00
H -2.361 -0.491 -2.158 0.00
H -1.473 -1.052 -3.664 0.00
H 2.270 1.853 -2.083 0.00
H 2.410 3.214 -0.844 0.00
H 1.686 3.639 -2.491 0.00
H -1.175 3.783 0.111 0.00
H -0.680 4.546 -1.489 0.00
H 0.505 4.506 0.003 0.00
H -0.236 2.091 1.029 0.00
H 1.546 1.895 0.670 0.00
```

Calculated values
Energy above the lowest of the compared OMol25 structures with the same formula, charge and spin, kcal/mol: 150.0
Spin multiplicity: 2
Molecular weight, g/mol: 303.47
Strongest force on any atom, eV Å⁻¹: 5.3
E_HOMO (spin up / spin down), eV: -8.67 / -8.95
⟨S²⟩: 0.754

The records above give, respectively, electronic energy values of -48496.56870; -29631.11368; -86356.18841; -13497.75268; -6239.62545; -25225.60619 eV.